(1)
Density functional theory data (ωB97M-V with the def2-TZVPD basis set) for a molecular structure, C37H40BBrN8O2Pt.

Results
E = -128982.91149 eV
Total charge = +2
Relative energy (zero: lowest compared OMol25 entry of this formula, charge and spin) = 4.300 eV
Multiplicity = 1
Orbital gap (alpha / beta) = 4.1700 / 4.1713 eV

Cartesian coordinates (Å):
Pt (1.17911, -0.26770, 0.04885)
C (1.23367, -0.43969, -5.16422)
C (0.48489, -0.48588, -3.82427)
C (0.43055, 0.91958, -3.22414)
C (1.13878, -1.52883, -2.94496)
C (1.45245, -2.83397, -3.33481)
C (2.24288, -3.34683, -2.32725)
N (2.37209, -2.42163, -1.37247)
N (1.69519, -1.30101, -1.74315)
B (3.30129, -2.37551, -0.12297)
N (2.52239, -2.57721, 1.21059)
C (2.57836, -3.52389, 2.15823)
C (1.86190, -3.08934, 3.25599)
C (1.40815, -1.80271, 2.92690)
N (1.80833, -1.52735, 1.68148)
C (0.71672, -0.80236, 3.82442)
C (1.24408, -0.94225, 5.25587)
C (0.89386, 0.64805, 3.35443)
N (3.87663, -0.93325, -0.04723)
C (5.14449, -0.50798, -0.07131)
C (5.16624, 0.86712, 0.02728)
C (3.83115, 1.25434, 0.11738)
N (3.07234, 0.15566, 0.05116)
C (3.24411, 2.61516, 0.26763)
C (3.57115, 3.49234, -0.94179)
C (3.70090, 3.26184, 1.57711)
H (0.75362, 0.27213, -5.83576)
H (1.24655, -1.40935, -5.65875)
H (2.26832, -0.12595, -5.01205)
H (-0.53472, -0.82739, -4.02778)
H (1.30447, 1.12783, -2.60296)
H (-0.46330, 1.06331, -2.62559)
H (0.41543, 1.65860, -4.02683)
H (1.18239, -3.32095, -4.25609)
H (2.74687, -4.29622, -2.24144)
H (4.16387, -3.19848, -0.22734)
H (3.14390, -4.42765, 1.99652)
H (1.72939, -3.61239, 4.18704)
H (-0.34926, -1.05455, 3.83973)
H (2.30388, -0.68359, 5.30017)
H (1.12748, -1.95266, 5.64660)
H (0.69758, -0.26860, 5.91474)
H (0.87465, 1.31433, 4.21762)
H (0.10766, 0.97382, 2.68064)
H (1.85832, 0.78924, 2.86107)
H (5.94920, -1.22101, -0.14482)
H (6.03162, 1.50688, 0.04435)
H (2.17037, 2.46173, 0.31805)
H (4.64693, 3.65516, -1.01629)
H (3.09854, 4.47181, -0.84419)
H (3.23796, 3.03594, -1.87600)
H (4.78355, 3.39581, 1.57784)
H (3.43704, 2.65230, 2.44196)
H (3.24596, 4.24601, 1.69831)
C (-1.25833, 3.69683, -1.16855)
C (-0.30514, 2.93073, -0.36338)
N (-0.52743, 1.74537, 0.09601)
C (-1.85242, 1.24194, -0.15681)
C (-2.85671, 1.99780, -0.93236)
C (-2.50194, 3.23223, -1.47608)
C (-4.19067, 1.47544, -0.74586)
C (-4.27648, -0.67934, -0.01500)
C (-3.08235, -1.58162, 0.08054)
C (-3.11294, -2.88396, 0.57067)
C (-1.92459, -3.58088, 0.76310)
C (-0.71157, -2.95020, 0.52333)
N (-0.67373, -1.70499, 0.03032)
C (-1.81895, -1.13279, -0.21560)
H (-0.93730, 4.66674, -1.52892)
H (0.66041, 3.37412, -0.17525)
H (-3.20262, 3.81745, -2.05825)
H (-4.94029, 2.25381, -0.86250)
H (-5.11843, -1.20682, 0.42550)
H (-4.06240, -3.34082, 0.82365)
H (-1.93496, -4.59551, 1.13349)
H (0.23501, -3.42489, 0.73434)
Br (-8.83283, 0.48550, -0.63519)
C (-6.97333, 0.48493, -0.37221)
C (-6.19432, 0.11934, -1.40024)
C (-4.69622, 0.04898, -1.32430)
C (-4.15041, 0.75287, 0.65846)
C (-5.34558, 1.05537, 1.48915)
C (-6.58046, 0.92418, 0.99087)
C (-2.74162, 0.96048, 1.17978)
O (-2.31109, 0.84691, 2.27217)
O (-1.62386, 0.05039, -0.85297)
H (-6.65944, -0.13301, -2.34386)
H (-4.23164, -0.27821, -2.24967)
H (-5.20694, 1.40982, 2.50323)
H (-7.40840, 1.18898, 1.63492)

Atomic partial charges in e from the Mulliken method, atoms 1 to 6: number 1, Pt, carries 2.9832; number 2, C, carries -1.6164; number 3, C, carries 1.1090; number 4, C, carries -0.8895; number 5, C, carries -0.2345; number 6, C, carries -1.5598

---

(2)
Density functional theory data (ωB97M-V with the def2-TZVPD basis set) for a molecular structure, C37H40Br2Cl3F3N4O8RbS.

Results
E = -258641.13160 eV
Total charge = +1
Multiplicity = 1
Orbital gap = 5.3214 eV

Cartesian coordinates (Å):
O (1.32681, 1.52846, 7.46409)
C (1.88100, 2.58066, 7.40652)
C (1.49082, 3.67349, 6.39735)
C (0.80846, 4.77305, 7.19843)
C (1.48665, 5.77484, 7.84538)
C (2.97240, 5.92638, 7.85286)
F (3.51709, 5.16325, 8.86637)
F (3.29281, 7.21565, 8.19267)
F (3.56544, 5.66424, 6.63056)
C (0.74558, 6.75059, 8.61637)
C (-0.60364, 6.67370, 8.70438)
C (-1.33960, 5.65680, 8.04807)
N (-2.65126, 5.42027, 8.04468)
S (-2.86822, 4.10943, 7.15053)
N (-1.36933, 3.76398, 6.70707)
C (-0.61185, 4.69781, 7.28357)
H (2.69176, 2.87466, 8.10772)
H (0.78808, 3.23818, 5.69416)
H (2.34088, 4.04599, 5.86155)
H (1.25723, 7.54528, 9.13880)
H (-1.12441, 7.40442, 9.31133)
Rb (5.51139, 6.10269, 7.59850)
C (3.96524, 2.78789, 3.87307)
C (2.57784, 2.75291, 3.94472)
C (1.85798, 2.01018, 3.02393)
C (2.51920, 1.31276, 2.02486)
C (3.91290, 1.37010, 1.94063)
C (4.63429, 2.10003, 2.87367)
C (4.64194, 0.66745, 0.84532)
O (5.85219, 0.71684, 0.77915)
C (3.84746, -0.08470, -0.16311)
C (4.50189, -0.69964, -1.22283)
C (3.77765, -1.41393, -2.16171)
C (2.39632, -1.52508, -2.04173)
C (1.73760, -0.91013, -0.99082)
C (2.45714, -0.18079, -0.05346)
C (1.72984, 0.50294, 1.05107)
O (0.52587, 0.41194, 1.15808)
H (4.53300, 3.36258, 4.60116)
H (2.04942, 3.31573, 4.73603)
H (0.77792, 1.97835, 3.08283)
H (5.71393, 2.13121, 2.81340)
H (5.57604, -0.61586, -1.31389)
H (4.28867, -1.88811, -2.98923)
H (1.83335, -2.08995, -2.77298)
H (0.66307, -0.99229, -0.89927)
C (1.15025, 6.99957, 2.10276)
N (1.20774, 5.53704, 2.37814)
O (1.91672, 4.85893, 1.67137)
O (0.53008, 5.12782, 3.30484)
H (1.79621, 7.21622, 1.26026)
H (0.11781, 7.24833, 1.87676)
H (1.48829, 7.51428, 2.99731)
Br (1.63508, 11.96214, 8.71424)
C (3.51683, 11.96669, 9.20326)
C (4.36390, 11.34003, 8.12940)
Br (4.19851, 9.39428, 8.15796)
H (3.59636, 11.45624, 10.15765)
H (3.78055, 13.01377, 9.33043)
H (5.41774, 11.54744, 8.30290)
H (4.09551, 11.66290, 7.12916)
C (-1.53364, -2.60649, -3.84611)
O (-1.02188, -3.30493, -4.95678)
C (0.12808, -4.06444, -4.62736)
C (0.37868, -5.13169, -5.67016)
O (-0.42948, -6.28561, -5.50267)
C (-1.79258, -6.16485, -5.89184)
C (-1.99610, -6.17259, -7.38967)
O (-1.73674, -4.88587, -7.93448)
C (-1.49685, -4.93783, -9.32272)
H (-0.78639, -1.91387, -3.43795)
H (-2.39780, -2.03516, -4.17903)
H (-1.85718, -3.30438, -3.06489)
H (0.00302, -4.53568, -3.64451)
H (0.98731, -3.37767, -4.59519)
H (1.40558, -5.48322, -5.54598)
H (0.29176, -4.72897, -6.68108)
H (-2.26010, -5.29278, -5.43069)
H (-2.28332, -7.05226, -5.48503)
H (-3.04062, -6.42837, -7.60810)
H (-1.33380, -6.91858, -7.84549)
H (-0.60392, -5.53527, -9.53999)
H (-1.32764, -3.92090, -9.67165)
H (-2.35882, -5.35588, -9.85564)
C (-6.33473, -7.19897, -6.24492)
Cl (-6.19771, -8.76764, -7.04968)
Cl (-5.96669, -7.34925, -4.52885)
Cl (-5.27248, -6.01812, -7.00903)
H (-7.35566, -6.85538, -6.34508)
N (-7.75310, -11.03833, -9.38724)
C (-8.58491, -10.58513, -10.37449)
C (-8.91903, -11.65142, -11.16492)
C (-8.26608, -12.79548, -10.63019)
C (-7.55739, -12.38469, -9.53371)
H (-7.34926, -10.46961, -8.66649)
H (-8.86485, -9.54705, -10.42913)
H (-9.56043, -11.61733, -12.02949)
H (-8.31296, -13.80299, -11.00795)
H (-6.93270, -12.93122, -8.84814)

Atomic partial charges in e from the Mulliken method, atoms 1 to 6: number 1, O, carries -0.4421; number 2, C, carries 0.0442; number 3, C, carries -0.5807; number 4, C, carries 0.7482; number 5, C, carries -0.1777; number 6, C, carries 1.1626

---

(3)
Density functional theory data (ωB97M-V with the def2-TZVPD basis set) for a molecular structure, C37H40IrN4O3SbSi.

Results
E = -68373.90044 eV
Total charge = +1
Relative energy (zero: lowest compared OMol25 entry of this formula, charge and spin) = 0.190 eV
Multiplicity = 2
Orbital gap (alpha / beta) = 7.4953 / 5.6260 eV

Cartesian coordinates (Å):
Ir (1.24828, -0.51231, 0.50796)
O (1.48728, 2.28859, 3.43527)
C (1.42014, 1.64338, 2.41420)
N (1.01445, 0.33982, 2.25594)
C (0.45619, -0.49669, 3.21706)
C (0.12557, -0.10769, 4.52049)
C (-0.45697, -1.03370, 5.35660)
C (-0.70846, -2.34297, 4.92470)
C (-0.38361, -2.74988, 3.64960)
C (0.20186, -1.82372, 2.77835)
N (0.57137, -2.08804, 1.46321)
C (0.41789, -3.26229, 0.77074)
O (0.00422, -4.32417, 1.17729)
C (0.83187, -3.09802, -0.68782)
C (0.63991, -4.13481, -1.58030)
C (0.97817, -3.93715, -2.90903)
C (1.50686, -2.71496, -3.29918)
C (1.67975, -1.72582, -2.34961)
N (1.35373, -1.91686, -1.07159)
C (1.77757, 2.26659, 1.06899)
C (2.00369, 3.62436, 0.97015)
C (2.20306, 4.17168, -0.29047)
C (2.15918, 3.34731, -1.40331)
C (1.94427, 1.99146, -1.22750)
N (1.77597, 1.46302, -0.01684)
H (0.31797, 0.90125, 4.84856)
H (-0.72714, -0.74131, 6.36218)
H (-1.16961, -3.04945, 5.60128)
H (-0.57990, -3.75542, 3.31485)
H (0.21712, -5.05926, -1.21380)
H (0.82307, -4.72357, -3.63488)
H (1.77252, -2.51723, -4.32758)
H (2.06589, -0.75024, -2.60870)
H (1.98484, 4.21994, 1.87164)
H (2.36696, 5.23483, -0.40219)
H (2.26211, 3.73828, -2.40522)
H (1.86513, 1.31470, -2.06505)
C (4.35333, -0.34760, 2.99900)
Sb (3.72035, -0.93892, 1.06909)
C (4.48598, -2.89854, 0.87590)
C (5.02729, 0.17900, -0.16399)
H (5.42816, -0.49453, 3.08794)
H (3.83746, -0.93584, 3.75591)
H (4.11808, 0.70460, 3.15420)
H (5.53443, -2.87037, 1.16730)
H (4.40257, -3.24273, -0.15329)
H (3.94325, -3.58090, 1.52702)
H (6.04020, -0.10592, 0.11820)
H (4.88625, 1.24332, 0.01721)
H (4.87872, -0.03001, -1.22138)
C (-2.05510, 2.24116, 1.66908)
C (-2.81232, 1.18532, 0.85728)
C (-4.21403, 1.71439, 0.52988)
C (-2.98296, -0.05018, 1.75534)
Si (-1.91101, 0.65523, -0.70742)
O (-0.46029, -0.06839, -0.48121)
C (-2.88114, -0.60268, -1.70743)
C (-3.82140, -0.21441, -2.66521)
C (-4.54449, -1.15105, -3.39067)
C (-4.33583, -2.50628, -3.17630)
C (-3.40535, -2.91791, -2.23175)
C (-2.68672, -1.97215, -1.51520)
C (-1.51835, 2.05607, -1.91272)
C (-1.79619, 3.41170, -1.73828)
C (-1.43441, 4.35763, -2.69286)
C (-0.79778, 3.96211, -3.85827)
C (-0.52660, 2.61338, -4.06706)
C (-0.88115, 1.68309, -3.10223)
H (-2.58116, 2.46402, 2.60173)
H (-1.92978, 3.18283, 1.12943)
H (-1.06104, 1.87789, 1.94100)
H (-4.72823, 2.02233, 1.44513)
H (-4.82447, 0.94425, 0.05231)
H (-4.19520, 2.57788, -0.14045)
H (-3.48219, 0.22035, 2.69078)
H (-2.02060, -0.50125, 2.01609)
H (-3.58930, -0.81815, 1.26817)
H (-3.98934, 0.84065, -2.85778)
H (-5.26960, -0.82548, -4.12549)
H (-4.89786, -3.23784, -3.74245)
H (-3.24912, -3.97450, -2.05159)
H (-1.96541, -2.30366, -0.77394)
H (-2.30645, 3.75326, -0.84500)
H (-1.66935, 5.40234, -2.53126)
H (-0.53643, 4.69532, -4.61076)
H (-0.06061, 2.29125, -4.99038)
H (-0.68600, 0.63028, -3.28961)

Atomic partial charges in e from the Mulliken method, atoms 1 to 6: number 1, Ir, carries -0.5192; number 2, O, carries -0.6638; number 3, C, carries -0.2135; number 4, N, carries 1.0455; number 5, C, carries 0.0805; number 6, C, carries -0.6508

---

(4)
Density functional theory data (ωB97M-V with the def2-TZVPD basis set) for a molecular structure, C37H41AsBrN5O4ScTe.

Results
E = -213548.96109 eV
Total charge = +1
Relative energy (zero: lowest compared OMol25 entry of this formula, charge and spin) = 0.285 eV
Multiplicity = 1
Orbital gap = 6.5210 eV

Cartesian coordinates (Å):
Sc (0.16731, -1.06054, 1.03043)
C (1.81782, -5.65908, 4.08616)
C (2.00354, -4.28509, 4.15207)
C (1.75007, -3.50092, 3.03870)
C (1.33028, -4.10399, 1.86427)
C (1.15560, -5.47795, 1.78250)
C (1.39915, -6.25369, 2.90188)
N (1.06839, -3.25153, 0.73122)
N (1.17644, -3.80400, -0.36700)
C (0.88705, -2.94476, -1.47847)
C (1.42506, -3.29851, -2.69845)
C (1.19803, -2.45095, -3.77255)
C (0.43813, -1.30851, -3.57626)
C (-0.06979, -1.05182, -2.31285)
N (0.14232, -1.86373, -1.27684)
H (1.99281, -6.26899, 4.96255)
H (2.34730, -3.82657, 5.06934)
H (1.92454, -2.43399, 3.06464)
H (0.80899, -5.92138, 0.85942)
H (1.25787, -7.32483, 2.85294)
H (2.01881, -4.19836, -2.77690)
H (1.61202, -2.67703, -4.74628)
H (0.23626, -0.62153, -4.38648)
H (-0.64309, -0.15503, -2.10794)
N (0.44372, 0.35457, 2.99855)
C (-0.35329, -0.19317, 4.12158)
C (-1.13418, -1.43032, 3.70186)
O (-1.93775, -1.96060, 4.41567)
O (-0.84816, -1.80691, 2.46012)
H (1.43356, 0.22848, 3.17799)
H (0.29115, 1.35344, 2.91349)
H (-1.08033, 0.53989, 4.46769)
H (0.27055, -0.45668, 4.97495)
C (-2.79568, -3.45174, 0.34122)
C (-3.49451, -2.17002, 0.79321)
As (-2.53537, -0.52532, 0.31550)
C (-3.34771, 0.68494, 1.62321)
C (-4.81614, 1.02226, 1.39630)
C (-3.46174, -0.09187, -1.34488)
C (-3.52261, -1.23404, -2.35693)
H (-3.38171, -4.32629, 0.62569)
H (-1.82021, -3.55330, 0.81815)
H (-2.65513, -3.48250, -0.74058)
H (-3.59448, -2.16525, 1.87894)
H (-4.49298, -2.10583, 0.35914)
H (-2.74747, 1.59352, 1.68061)
H (-3.22325, 0.16392, 2.57642)
H (-4.95200, 1.67583, 0.53496)
H (-5.21365, 1.54475, 2.26724)
H (-5.42402, 0.12823, 1.24791)
H (-2.98976, 0.79574, -1.77082)
H (-4.47412, 0.18609, -1.05572)
H (-2.54506, -1.65372, -2.59142)
H (-3.95838, -0.87863, -3.29121)
H (-4.14881, -2.04958, -1.99669)
Te (-0.51555, 2.76522, 0.01434)
C (-1.44702, 4.62427, -0.26001)
C (-2.32047, 4.80297, -1.32904)
C (-2.92382, 6.03874, -1.53203)
C (-2.65503, 7.09190, -0.67061)
C (-1.78627, 6.91307, 0.39868)
C (-1.18321, 5.68080, 0.60819)
C (1.34153, 3.32890, -0.79754)
C (1.41935, 3.75171, -2.12085)
C (2.65347, 4.06903, -2.67561)
C (3.81014, 3.96028, -1.91488)
C (3.73206, 3.54100, -0.59353)
C (2.49892, 3.22866, -0.03293)
H (-2.53061, 3.98253, -2.00404)
H (-3.59906, 6.17720, -2.36661)
H (-3.12380, 8.05418, -0.83029)
H (-1.57808, 7.73450, 1.07223)
H (-0.50592, 5.54578, 1.44203)
H (0.52045, 3.83569, -2.71991)
H (2.71055, 4.39635, -3.70594)
H (4.77006, 4.20953, -2.34887)
H (4.63074, 3.46476, 0.00605)
H (2.44332, 2.90649, 1.00025)
Br (3.89865, 1.10479, -4.72156)
C (4.12597, 0.27792, -3.04347)
C (5.22946, -0.53411, -2.81078)
N (5.43149, -1.17081, -1.65826)
C (4.51964, -1.02416, -0.70124)
C (3.38552, -0.23634, -0.85615)
C (3.18276, 0.44064, -2.05338)
C (2.32307, -0.23654, 0.16859)
O (2.43331, -0.86596, 1.25450)
O (1.19393, 0.30554, -0.11021)
H (5.97624, -0.67457, -3.58364)
H (4.68830, -1.55679, 0.22726)
H (2.31451, 1.07370, -2.18900)

Atomic partial charges in e from the Mulliken method, atoms 1 to 6: number 1, Sc, carries -1.2261; number 2, C, carries -0.5036; number 3, C, carries -0.9838; number 4, C, carries -0.0877; number 5, C, carries 0.0159; number 6, C, carries -0.4945